24
Properties=species:S:1:pos:R:3:nbo_charge:R:1 method="wB97M-V/def2-TZVPD" multiplicity=1 orbital_gap_ev=8.74 mol_weight_da=196.2 total_charge=0 fmax_ha_per_bohr=0.122 total_energy_ha=-1009.97834
C 2.4987 -0.8141 -0.1654 -0.07
C 1.2033 -0.4654 0.1770 0.03
C -0.3271 1.4630 -0.4211 -0.10
C -1.3805 0.5784 0.1631 -0.02
C -1.1252 -0.7010 -0.5592 0.07
C 0.0667 -1.4760 0.2623 0.04
H 3.0620 1.1696 -0.3415 0.50
H 2.4055 -1.2204 -1.1859 0.16
H 2.7936 -1.6046 0.6178 0.20
H 1.3337 -0.1278 1.1345 0.21
H -0.7357 1.7041 -1.4122 0.20
H 0.8245 3.4072 -0.5504 0.14
H -1.2693 0.4518 1.2767 0.23
H -3.3273 1.5048 1.1143 0.49
H -0.5362 -0.7047 -1.6133 0.21
H -3.0827 -0.9619 -0.8822 0.50
H 0.3489 -2.6105 0.1633 0.23
H -1.4426 -1.7214 1.3770 0.48
O 3.3453 0.2545 0.0315 -0.73
O 0.8071 0.7781 -0.7196 -0.57
O -2.6536 1.1508 -0.0233 -0.72
O -2.2989 -1.5522 -0.6179 -0.74
O -0.5001 -1.3386 1.6741 -0.75
S -0.0099 2.8364 0.5005 0.01